1.
Below is C4H5NO in the gas phase in a non-equilibrium geometry, with properties calculated with ωB97M-V/def2-TZVPD.

As for the net charge: 0. Its orbital gap (spin up / spin down) is 8.973 / 7.310 eV. The calculation puts the HOMO energy (spin up / spin down) at -0.34108 / -0.33305 Ha. For the energy relative to the best compared isomer or geometry (same formula, charge and spin), the calculation gives 370.3 kJ/mol.

Element x y z (Å)
H  0.1265  1.7654  1.5828
C  0.5081  0.3483  0.0260
H  -0.7236  -1.4619  0.3138
H  -1.7459  -1.3403  -2.0425
C  0.4916  0.7373  1.4980
C  -0.4410  -0.6561  -0.3589
H  1.5150  0.7134  1.8824
O  1.2403  0.9356  -0.7647
N  0.0326  -0.3625  -2.5077
C  -0.8624  -0.7642  -1.7421
H  -0.1406  0.0851  2.1057

2.
Below is a molecular structure, C62H110AsF6N8O6 in a non-equilibrium geometry, with properties calculated with ωB97M-V/def2-TZVPD.

As for the net charge: +5. Its orbital gap is 1.267 eV. The calculation puts the HOMO energy at -0.39935 Ha.

Element x y z (Å)
C  -1.6405  -3.4462  -7.1650
H  -4.8669  -5.9794  1.8763
H  -7.1529  6.2661  3.0242
H  -1.7795  3.0862  3.9381
H  0.5506  -1.9944  10.6132
C  2.2667  0.3009  -9.8208
H  0.0589  -4.1594  9.2235
H  -11.8633  -9.2414  -0.8055
H  -1.1912  -3.1891  10.0777
H  -3.8528  5.3059  -5.3435
H  -9.3858  -9.5919  0.5639
C  4.8841  6.3559  -0.4474
F  -0.4298  -0.2338  0.1345
N  7.6765  1.2616  -4.4250
H  3.8286  -7.9873  0.2850
H  1.5583  0.9086  -8.3149
C  -6.9360  5.4368  2.3672
H  10.0970  3.5153  -3.8569
C  -1.5876  1.3748  5.1950
H  -0.1114  -9.0209  -2.5785
H  4.8743  9.3876  3.1200
C  -3.9845  5.2002  -2.7583
C  -11.6324  -8.2230  -0.4929
C  -6.4664  5.5339  1.0192
C  4.3779  7.2004  1.6801
C  6.4414  8.6830  1.8461
O  -1.4471  -3.9640  -5.9691
C  9.9650  7.1515  -5.8733
N  5.9159  7.2241  1.6118
O  3.2386  -0.0869  -10.5105
C  6.3565  6.2023  2.6740
H  -1.6064  -3.1693  -5.4547
H  3.8849  5.1054  1.1506
H  6.7828  11.4347  5.6156
F  -0.6021  -1.3291  -2.1580
H  0.1234  0.1496  5.2400
C  9.2824  5.0840  -7.5399
C  9.6846  6.3105  -8.0793
H  1.6425  -2.6363  9.5391
H  2.2676  -4.7621  0.1441
H  -1.1885  -3.7516  7.3420
H  -2.3031  -2.7387  7.9440
O  -1.9778  -2.2886  -7.3499
C  -3.8577  4.2600  -5.0367
H  -2.2603  -8.5359  -0.3446
H  -0.0900  2.5363  3.9458
H  -2.2959  1.7058  5.9545
H  9.7465  6.6444  -9.1046
N  -9.3514  -7.4790  0.1412
H  -8.7910  -5.5558  -0.8550
C  -4.5525  5.2548  -1.4441
H  6.0065  6.5344  3.6514
H  6.1402  9.3957  1.0784
H  -7.7656  5.1715  4.6480
H  -2.8591  3.8373  -4.9260
C  -5.6454  4.4580  -1.1054
C  -6.4975  3.1425  0.8281
H  5.2269  11.1589  5.0960
F  -2.4571  0.1442  -1.5027
H  0.0372  -7.7769  0.1856
H  -6.0280  3.0290  -4.1901
H  -10.7045  -5.9656  0.9071
H  -8.3619  3.4454  4.4585
C  0.6330  -2.2254  9.5512
C  9.5509  5.9418  -5.3424
C  -0.6411  0.4973  5.9348
H  -2.0782  -1.1567  6.2068
H  7.5767  10.7606  3.1999
H  4.0233  8.1738  1.3411
H  -6.7811  3.6763  4.9471
C  0.2854  -1.0155  8.6467
H  9.0714  4.2853  -8.2357
C  10.4601  8.6307  -7.7001
C  -0.4550  -3.1995  9.2739
H  11.5143  8.7839  -7.4693
H  -11.3001  -8.7969  1.5427
C  -7.4785  -5.8763  0.9255
H  -3.2496  5.8241  -3.2451
H  -8.1464  -5.3588  1.6141
H  6.9780  6.0398  0.1165
C  -7.5428  4.1530  4.3300
N  10.0397  7.3146  -7.2153
H  1.9970  -8.6848  -2.8200
H  3.2923  -6.1713  1.5846
H  5.1564  5.3867  -0.8653
H  7.4238  6.0062  2.5716
H  -0.7359  -7.4234  -2.2012
C  -0.5310  -8.4079  -1.7808
H  2.5396  -8.8046  1.0804
H  4.5565  7.0056  -1.2590
H  -5.7220  -4.7141  2.6101
H  6.1410  8.6272  4.0371
H  -7.0410  2.1158  2.7061
C  -6.2176  4.3855  0.2515
H  3.5784  -8.4968  -2.0787
C  -10.3774  -6.9625  1.2026
C  6.5114  10.6665  3.4104
C  2.5482  -8.7966  -1.8863
H  6.2017  1.3435  -5.8606
C  -1.3779  -0.5593  6.7906
C  1.7961  -5.7443  0.1764
H  -6.3893  6.4951  0.5327
C  -6.1738  3.6440  -2.1458
F  1.1412  0.4099  -1.7133
C  2.7591  -7.9189  0.4842
C  -8.6796  -8.7616  0.5639
H  -1.8211  -10.8485  -2.1259
H  7.5066  8.7844  1.6384
H  -2.6801  -8.7466  -2.0666
H  1.2552  -6.1343  -1.9530
H  9.2135  1.4793  -2.9705
H  2.9774  -6.3682  -1.5845
F  -0.8187  0.9816  -3.2869
C  -1.9601  -10.4344  -1.1272
H  -9.9486  -7.0009  2.2040
H  4.1210  7.1252  2.7368
C  8.7024  3.6232  -5.5207
H  -4.5254  3.6692  -5.6638
C  -10.3013  -7.7701  -1.0715
C  -5.2456  -4.9791  1.6662
C  0.6526  -2.0237  6.3645
H  -2.2053  0.8812  4.4447
H  -2.9959  -10.7206  -0.9449
N  1.8957  -7.9336  -0.8431
H  -7.0267  3.0211  -1.9199
H  1.1829  -0.4588  8.3769
O  -1.3612  -4.1018  -8.2071
F  -0.8539  1.9876  -0.9917
H  -5.9080  -5.5315  -0.3700
H  7.7771  -0.5075  -3.1523
C  6.2136  6.8136  0.1870
O  1.1094  0.0723  -10.1157
C  -8.3454  -6.3687  -0.2817
C  2.3937  -6.6383  1.1815
C  1.9655  -6.4435  -1.1862
O  2.4620  0.8714  -8.6366
H  -10.4602  -6.8522  -1.6374
H  9.5506  5.7785  -4.2748
H  6.6474  -0.6097  -4.4880
H  -6.2824  2.2284  0.2947
C  -11.5587  -7.8891  0.9976
C  -6.9496  3.0695  2.2076
C  9.2427  4.8951  -6.1561
C  3.9272  6.1137  0.7386
C  -0.9858  2.6628  4.5537
C  -1.9356  -8.9533  -1.2977
H  5.9886  11.1898  2.6098
H  2.4814  -9.7923  -1.4479
H  7.0352  3.4056  -6.8908
C  -5.5666  3.5937  -3.3934
H  2.9151  6.2531  0.3588
H  -8.2157  -8.4891  1.5118
C  7.1090  1.7958  -5.4885
H  10.3346  7.9718  -5.2759
H  -1.1616  -10.8828  -0.5361
H  -7.8478  -8.8806  -0.1304
H  -4.2494  6.0096  -0.7336
H  1.7078  -6.7283  2.0238
C  -6.2644  -5.0606  0.5462
C  8.8160  1.8378  -3.9085
H  6.6185  7.6448  -0.3904
C  5.9577  9.2920  3.1930
H  -9.7981  -8.5147  -1.6883
H  0.7577  -5.4807  0.3772
H  6.2404  0.4417  -3.1008
H  -2.0310  -0.0863  7.5240
H  -7.0906  -6.7540  1.4425
H  1.0269  -2.9943  6.6900
H  -0.6864  3.4187  5.2797
C  7.0469  0.0615  -3.7278
H  6.1039  12.5350  4.4427
C  -1.2187  -2.8489  7.9522
H  5.8625  5.2819  2.3623
C  6.1910  11.4797  4.7014
H  -4.4049  -4.3338  1.4112
H  0.1030  -2.0053  5.4234
As  -0.6739  0.3584  -1.5477
H  0.5625  -9.4731  -0.2666
H  -6.6397  -4.0605  0.3296
H  10.2054  8.8077  -8.7450
H  -7.7294  -6.8930  -1.0123
H  10.0653  9.4717  -7.1301
H  -0.3949  -0.3134  9.1285
N  -0.3992  -1.6123  7.3902
H  0.0384  1.0168  6.6104
N  -4.4328  4.2665  -3.6971
C  0.4217  -8.4412  -0.5883
N  -7.1253  4.2200  2.9043
H  -12.4585  -7.7060  -0.9812
H  1.5106  -1.3514  6.3702
C  7.5996  2.9586  -6.0858
C  9.3251  3.0270  -4.4332
H  -12.5104  -7.5632  1.4174

3.
Below is a molecular structure, C3H8N4 in a non-equilibrium geometry, with properties calculated with ωB97M-V/def2-TZVPD.

As for the net charge: 0. Its orbital gap (spin up / spin down) is 7.903 / 7.903 eV. The calculation puts the HOMO energy (spin up / spin down) at -0.27333 / -0.27335 Ha. For the energy relative to the best compared isomer or geometry (same formula, charge and spin), the calculation gives 362.6 kJ/mol.

Element x y z (Å)
H  -2.3338  0.2637  0.0877
C  0.5922  -0.6661  -0.2667
N  -0.3749  -1.1314  -1.1172
N  1.2097  -1.5127  0.6378
H  -0.6841  -2.0449  -0.7717
N  -1.5485  0.5477  -0.4885
H  -1.3760  1.4215  1.8399
H  1.5111  -1.0666  1.4992
H  1.8950  -2.1561  0.2640
C  -0.3599  0.9657  0.2776
C  0.9183  0.7932  -0.4817
N  -0.4584  1.5813  1.4205
H  -1.6517  0.7658  -1.4826
H  1.7665  1.1324  0.1091
H  0.8944  1.1064  -1.5275